# 1
Entry from the Open Molecules 2025 dataset: a structure of composition C27H25F5N3OOsS2 (the ωB97M-V functional and the def2-TZVPD basis).

The geometry in XYZ format:
```
64
Properties=species:S:1:pos:R:3:lowdin_charge:R:1
Os 0.078 0.845 0.061 1.330
C 0.693 3.684 -1.818 0.005
C 0.074 3.926 -0.481 -0.264
C -0.424 5.196 -0.174 0.037
C -1.012 5.441 1.044 0.035
C -1.051 4.420 1.995 0.047
C -0.515 3.202 1.671 -0.211
N 0.008 2.939 0.426 -0.047
C -0.269 2.118 2.634 -0.176
C -0.291 2.197 4.017 0.061
C 0.357 1.208 4.746 0.037
C 1.137 0.261 4.090 0.058
C 1.112 0.229 2.708 -0.174
N 0.276 1.044 2.041 -0.049
C 2.095 -0.399 1.809 -0.208
C 3.091 -1.253 2.222 0.034
C 4.076 -1.613 1.306 0.021
C 4.017 -1.115 0.021 0.032
C 2.966 -0.285 -0.364 -0.271
C 2.857 0.217 -1.766 0.004
N 2.025 0.073 0.530 -0.012
H 1.588 4.301 -1.921 0.119
H 0.009 3.978 -2.615 0.113
H 0.979 2.647 -1.964 0.029
H -0.346 5.976 -0.920 0.145
H -1.421 6.416 1.273 0.143
H -1.476 4.593 2.974 0.137
H -0.749 3.038 4.518 0.139
H 0.348 1.242 5.827 0.143
H 1.791 -0.392 4.648 0.137
H 3.125 -1.613 3.241 0.135
H 4.886 -2.265 1.605 0.142
H 4.783 -1.359 -0.703 0.142
H 3.834 0.220 -2.246 0.110
H 2.471 1.234 -1.797 0.061
H 2.204 -0.433 -2.353 0.100
F -3.326 -1.006 -5.358 0.232
C -3.057 -0.600 -4.155 -0.082
C -1.739 -0.201 -3.844 -0.124
F -0.794 -0.235 -4.758 0.188
C -1.489 0.219 -2.572 -0.199
F -0.228 0.636 -2.247 -0.021
C -2.479 0.268 -1.573 -0.444
S -2.091 0.869 -0.006 0.951
C -3.782 -0.146 -1.910 -0.214
F -4.723 -0.135 -0.995 0.162
C -4.071 -0.573 -3.192 -0.118
F -5.281 -0.965 -3.509 0.203
C 0.561 -4.968 0.676 -0.089
C 0.789 -3.641 -0.037 -0.360
S -0.290 -2.354 0.589 1.045
O -0.040 -1.187 -0.433 -0.688
C -1.929 -2.978 0.184 -0.351
C -2.111 -3.439 -1.250 -0.087
H 1.350 -5.657 0.378 0.103
H -0.391 -5.421 0.403 0.082
H 0.607 -4.865 1.760 0.092
H 0.623 -3.689 -1.114 0.104
H 1.792 -3.251 0.146 0.082
H -2.593 -2.152 0.452 0.082
H -2.113 -3.771 0.914 0.111
H -1.809 -2.666 -1.958 0.066
H -3.164 -3.667 -1.414 0.104
H -1.549 -4.346 -1.464 0.085
```

For the energy relative to the best compared isomer or geometry (same formula, charge and spin), the calculation gives 0.00 kcal per mole. The total charge is +3. As for the LUMO energy (alpha / beta): -11.82 / -11.80 eV. As for the calculated total energy: -72621.696 eV.

---

# 2
Entry from the Open Molecules 2025 dataset: a structure of composition C27H25IN4OW (the ωB97M-V functional and the def2-TZVPD basis).

The geometry in XYZ format:
```
59
Properties=species:S:1:pos:R:3:lowdin_charge:R:1
W 0.681 0.401 1.597 1.250
C 4.346 -3.064 0.158 -0.040
C 4.260 -2.078 -0.825 -0.041
C 3.668 -0.862 -0.543 -0.029
C 3.178 -0.634 0.745 -0.301
C 3.275 -1.606 1.737 -0.034
C 3.854 -2.833 1.430 -0.043
N 2.506 0.587 1.052 -0.153
C 3.053 1.855 0.767 -0.227
C 4.388 2.175 0.614 0.017
C 4.707 3.511 0.399 -0.031
C 3.722 4.492 0.343 -0.035
C 2.381 4.170 0.505 0.018
C 2.072 2.840 0.715 -0.198
N 0.776 2.300 0.943 -0.167
N -0.231 3.062 0.637 0.131
C -1.392 2.440 0.914 -0.309
C -2.633 3.059 0.696 0.036
C -3.762 2.412 1.114 -0.012
C -3.647 1.161 1.748 -0.014
C -2.420 0.578 1.880 -0.120
N -1.285 1.180 1.422 -0.068
H 4.816 -4.010 -0.075 0.121
H 4.660 -2.264 -1.812 0.121
H 3.592 -0.089 -1.298 0.129
H 2.949 -1.384 2.747 0.076
H 3.944 -3.590 2.197 0.121
H 5.156 1.415 0.666 0.130
H 5.744 3.793 0.280 0.123
H 4.004 5.522 0.179 0.122
H 1.606 4.923 0.475 0.122
H -2.646 4.037 0.239 0.134
H -4.736 2.866 0.986 0.129
H -4.518 0.655 2.139 0.125
H -2.297 -0.369 2.385 0.112
C -4.148 -0.828 -3.860 -0.008
C -3.311 -1.197 -2.682 -0.186
C -2.017 -0.672 -2.531 0.030
C -1.231 -0.969 -1.447 -0.158
C 0.213 -0.548 -1.492 -0.016
C -1.774 -1.827 -0.437 -0.112
C -1.149 -2.053 0.791 -0.095
O -0.196 -1.363 1.292 -0.223
C -3.056 -2.440 -0.620 -0.160
C -3.635 -3.414 0.369 -0.016
C -3.796 -2.094 -1.729 0.030
H -3.574 -0.309 -4.623 0.091
H -4.962 -0.173 -3.537 0.110
H -4.611 -1.713 -4.298 0.104
H -1.621 -0.048 -3.323 0.132
H 0.417 -0.089 -2.459 0.103
H 0.883 -1.402 -1.381 0.104
H 0.542 0.214 -0.768 0.033
H -1.500 -2.861 1.431 0.150
H -3.834 -2.953 1.337 0.096
H -2.971 -4.265 0.528 0.103
H -4.579 -3.801 -0.005 0.095
H -4.774 -2.535 -1.871 0.138
I 0.910 0.691 4.155 0.456
```

For the energy relative to the best compared isomer or geometry (same formula, charge and spin), the calculation gives 0.00 kcal per mole. The total charge is +2. As for the LUMO energy (alpha / beta): -7.91 / -8.08 eV. As for the calculated total energy: -46325.413 eV.

---

# 3
Entry from the Open Molecules 2025 dataset: a structure of composition C27H25IN4OW (the ωB97M-V functional and the def2-TZVPD basis).

The geometry in XYZ format:
```
59
Properties=species:S:1:pos:R:3:lowdin_charge:R:1
W -1.397 0.150 -0.783 1.289
C -4.478 -2.404 -3.319 -0.037
C -4.604 -1.266 -2.546 -0.051
C -3.779 -1.120 -1.430 -0.118
C -2.805 -2.088 -1.139 -0.327
C -2.670 -3.225 -1.928 -0.006
C -3.533 -3.382 -2.997 -0.024
N -1.830 -1.636 -0.204 -0.142
C -1.744 -1.975 1.163 -0.199
C -1.784 -3.253 1.697 0.018
C -1.682 -3.392 3.075 -0.021
C -1.548 -2.290 3.921 -0.036
C -1.527 -1.008 3.405 0.019
C -1.620 -0.874 2.025 -0.189
N -1.710 0.343 1.323 -0.089
N -1.955 1.421 1.914 0.160
C -2.178 2.456 0.999 -0.290
C -2.507 3.712 1.463 0.045
C -2.796 4.697 0.528 0.010
C -2.755 4.386 -0.822 -0.001
C -2.414 3.107 -1.216 -0.095
N -2.118 2.140 -0.323 -0.059
H -5.117 -2.553 -4.178 0.123
H -5.345 -0.514 -2.776 0.123
H -3.980 -0.325 -0.699 0.113
H -1.893 -3.950 -1.728 0.125
H -3.459 -4.264 -3.617 0.125
H -1.901 -4.117 1.058 0.125
H -1.708 -4.385 3.504 0.125
H -1.472 -2.445 4.988 0.123
H -1.447 -0.138 4.041 0.124
H -2.547 3.898 2.526 0.136
H -3.061 5.693 0.858 0.134
H -2.980 5.126 -1.577 0.131
H -2.358 2.826 -2.259 0.066
C 6.936 1.524 0.349 -0.013
C 5.542 1.029 0.152 -0.195
C 4.454 1.904 0.227 0.023
C 3.159 1.469 0.060 -0.153
C 2.046 2.473 0.147 -0.022
C 2.939 0.078 -0.196 -0.095
C 1.662 -0.463 -0.409 -0.095
O 0.580 0.202 -0.415 -0.281
C 4.044 -0.826 -0.275 -0.171
C 3.869 -2.293 -0.555 -0.028
C 5.313 -0.328 -0.098 0.023
H 6.985 2.610 0.347 0.089
H 7.596 1.134 -0.426 0.101
H 7.319 1.163 1.306 0.108
H 4.640 2.953 0.419 0.130
H 2.453 3.458 0.363 0.091
H 1.338 2.211 0.936 0.084
H 1.490 2.524 -0.791 0.089
H 1.578 -1.527 -0.637 0.137
H 3.228 -2.781 0.181 0.094
H 4.835 -2.791 -0.523 0.091
H 3.445 -2.465 -1.546 0.100
H 6.161 -0.998 -0.159 0.135
I -0.911 0.392 -3.403 0.330
```

For the energy relative to the best compared isomer or geometry (same formula, charge and spin), the calculation gives 0.76 kcal per mole. The total charge is +2. As for the LUMO energy (alpha / beta): -7.51 / -8.18 eV. Its spin multiplicity is 3. As for the calculated total energy: -46325.248 eV.